Density functional theory data (ωB97M-V/def2-TZVPD) for a cluster of 2 separate species, C3HO4 in total.

Atoms and positions in Å:
C (0.77820, -0.25993, -0.08546)
C (-0.01250, -0.16539, -2.55042)
C (1.02584, -0.82287, -1.67067)
O (0.07463, 0.90228, -3.11673)
O (1.67442, 0.44664, 0.24590)
O (-0.91944, -0.99888, -2.37521)
O (1.59886, -1.84775, -1.70868)
H (-0.48429, 0.09948, 0.59485)

Forces on the atoms, in the same order (eV/Å):
-2.28 2.83 -0.65
-0.29 -0.49 -0.19
-1.96 -0.23 3.37
0.24 0.90 -0.55
0.63 -0.23 1.09
-0.94 0.09 -0.26
2.00 -1.30 -1.14
2.59 -1.56 -1.67

As for the spin multiplicity: 1. The HOMO energy is -4.10 eV. The total charge is -1. For the energy relative to the best compared isomer or geometry (same formula, charge and spin), the calculation gives 201.0 kJ/mol. The electronic energy comes out at -415.8563 Eh.

Partial atomic charges computed with the natural (NBO) method, in multiples of e: C 0.37; C 0.67; C 0.45; O -0.69; O -0.56; O -0.69; O -0.55; H 0.00